1.
The following is a quantum chemistry calculation of a molecular structure, C11H17N4NaO5S in a non-equilibrium geometry, from the Open Molecules 2025 dataset.

Each line ends with the natural charge from an NBO analysis.
Cartesian coordinates (Å):
Na (1.212520, -0.270405, 0.114377)  0.9152
O (-2.316188, -1.435755, 0.024393)  -0.7651
C (-2.890114, -1.033179, 1.246196)  -0.0494
C (-2.053102, -1.473840, 2.439163)  -0.2425
N (-0.782557, -0.774556, 2.450051)  -0.4540
C (0.337183, -1.627767, 2.789960)  -0.3424
C (0.666557, -2.610216, 1.625168)  0.7637
O (1.124431, -3.718349, 1.932696)  -0.7331
O (0.441068, -2.154415, 0.463145)  -0.8545
C (-0.798309, 0.493644, 3.140161)  -0.3325
C (0.259327, 1.501432, 2.596560)  0.7737
O (0.456248, 2.510489, 3.294341)  -0.7572
O (0.765528, 1.224156, 1.476357)  -0.8549
H (-1.373773, -1.663734, 0.189159)  0.5139
H (-3.006871, 0.060175, 1.272135)  0.1475
H (-3.893025, -1.476374, 1.316947)  0.1403
H (-2.622969, -1.325932, 3.375088)  0.1536
H (-1.863627, -2.545278, 2.332010)  0.2044
H (1.222692, -1.003937, 2.940650)  0.2140
H (0.168853, -2.193264, 3.720020)  0.1645
H (-1.770853, 0.969069, 2.986328)  0.1947
H (-0.657975, 0.390341, 4.228970)  0.1648
S (4.005251, 0.129556, -1.806072)  -0.4648
C (2.714774, 0.073680, -2.917288)  0.0621
C (2.954087, 0.005045, -4.318912)  -0.2970
C (1.903794, -0.068500, -5.199009)  -0.1906
C (0.593609, -0.068468, -4.707978)  -0.3458
C (0.433235, 0.012572, -3.337900)  0.0462
N (1.437111, 0.084159, -2.463898)  -0.5447
H (3.981022, 0.007262, -4.655963)  0.2075
H (2.088001, -0.129581, -6.267523)  0.1847
H (-0.259630, -0.127840, -5.371125)  0.1927
H (-0.563844, 0.023536, -2.903851)  0.1877
N (-0.293502, 3.725849, 0.016000)  -0.6908
N (-0.528010, 2.754000, -1.020407)  -0.6871
H (0.351559, 3.338202, 0.702908)  0.3691
H (-1.173761, 3.838735, 0.499067)  0.3238
H (-0.577739, 1.821295, -0.612626)  0.3368
H (0.309017, 2.738209, -1.589311)  0.3458

Forces on atoms 1 to 2 (eV/Å):
0.66 0.44 -1.00
0.09 -0.10 0.04

Values from the calculation:
- molecular weight (g mol⁻¹) = 340.34
- lowest unoccupied orbital energy (hartree) = 0.1557
- net charge = -2
- Kohn-Sham gap (Ha) = 0.2105
- E (Eh) = -1585.21300


2.
The following is a quantum chemistry calculation of a single C4H7NS molecule in a non-equilibrium geometry, from the Open Molecules 2025 dataset.

Each line ends with the natural charge from an NBO analysis.
Cartesian coordinates (Å):
C (0.446121, 1.372925, 0.057408)  -0.6423
C (0.340226, -0.147035, 0.164590)  -0.1790
C (-0.762950, -0.870357, -0.026170)  0.0881
C (1.583594, -0.826478, 0.248658)  -0.2587
H (0.827363, 1.805265, 1.029549)  0.2269
H (-0.466625, 1.888858, -0.240837)  0.2036
H (1.111698, 1.608149, -0.754592)  0.2397
H (-0.677661, -1.931713, 0.014296)  0.1871
H (-2.326154, 0.505862, 0.039265)  0.3781
H (-2.500450, -0.797665, -0.949933)  0.3769
H (1.468416, -1.800614, 0.703148)  0.1891
N (-2.108336, -0.476550, -0.105679)  -0.8011
S (3.064753, -0.330649, -0.179698)  -0.0083

Forces on atoms 1 to 2 (eV/Å):
-0.42 -0.07 0.87
-0.16 2.45 -0.65

Values from the calculation:
- molecular weight (g mol⁻¹) = 101.17
- lowest unoccupied orbital energy (hartree) = -0.0063
- Kohn-Sham gap (Ha) = 0.3001
- E (Eh) = -609.51379
- SMILES = C/C(C=S)=C\N


Question: Which formula does entry 2 have?
Answer: C4H7NS